# 1
9
Properties=species:S:1:pos:R:3:forces:R:3 method="wB97M-V/def2-TZVPD" homo_energy_ev="-11.01 / -9.00"
C 0.805198 -0.441186 0.383331 0.09 -0.18 0.26
C -0.603490 0.069261 0.634708 0.45 0.37 0.09
C 0.301909 0.774831 -0.260425 -0.95 -0.80 -0.27
F -1.666280 -0.617918 0.198850 -0.06 -0.11 -0.22
F -0.917509 0.586906 1.842180 0.20 0.02 -0.06
Cl 0.788495 2.301051 -0.643861 0.23 0.51 0.01
Br -1.152367 -0.962361 -3.125017 0.12 0.14 0.20
H 1.543160 -0.364570 1.177998 -0.06 0.09 0.11
H 0.900883 -1.346014 -0.207765 -0.03 -0.04 -0.12


# 2
45
Properties=species:S:1:pos:R:3:forces:R:3 method="wB97M-V/def2-TZVPD" homo_energy_ev=-8.67
H -2.100815 -2.647024 -0.014215 0.32 -0.07 0.04
N -0.071574 -2.069040 -0.324431 -0.59 -1.18 -0.89
B 2.294192 -1.760245 -1.183398 0.02 0.44 0.55
N 0.955768 -2.585595 -1.083637 -1.20 0.26 0.74
C 0.553007 -3.768046 -1.611703 -0.71 0.82 0.39
Cd -0.664380 -0.023873 0.165864 0.69 0.47 -0.50
H 1.211483 -4.350802 -2.232506 0.04 0.01 0.02
C -0.783571 -3.980755 -1.242416 0.20 -0.21 -0.23
H -1.467353 -4.773342 -1.509042 0.38 -0.11 -0.09
C -1.138430 -2.894105 -0.453109 1.49 0.32 -0.25
H 3.101854 -2.391809 -1.810109 -0.04 0.07 0.01
C 0.486877 2.470031 2.523297 0.14 -0.15 -0.19
H -0.211191 3.294371 2.700656 0.22 -0.13 0.06
H 0.577966 2.320093 1.428057 0.00 -0.06 0.63
H 1.484207 2.688242 2.934948 -0.40 0.08 -0.22
N 2.801882 -1.486258 0.260716 -0.38 0.23 0.70
N 2.083226 -0.342685 -1.838733 -0.94 0.53 -0.21
N 2.063610 -0.779505 1.180438 0.36 -0.14 0.13
N 1.156516 0.527892 -1.312908 0.32 0.58 -0.65
C 3.968511 -1.902557 0.803542 -0.87 0.60 0.67
C 2.666808 0.220087 -2.928327 -1.12 0.42 0.43
H 4.635239 -2.476458 0.194324 0.33 -0.14 0.04
H 3.357449 -0.320538 -3.550900 0.15 -0.08 0.17
C 3.997999 -1.459221 2.121895 -0.08 0.01 -0.19
C 2.100539 1.485175 -3.114453 0.28 -0.54 0.06
C 2.785582 -0.756413 2.310089 0.42 -0.78 -1.31
C 1.182275 1.643036 -2.076700 0.34 -1.14 0.08
H 4.763918 -1.612221 2.862010 0.10 -0.05 -0.08
H 2.265660 2.176334 -3.918924 0.25 0.05 -0.05
H 2.441076 -0.278605 3.213815 -0.16 0.08 -0.15
H 0.553786 2.512348 -1.903013 0.01 -0.41 0.23
H 0.116819 1.566937 3.031774 0.03 0.22 -0.33
C -4.469084 2.432232 -0.197096 0.16 -0.07 0.19
C -3.215646 1.917536 0.532345 0.14 -0.02 -0.24
C -3.539573 1.364770 1.945563 0.13 0.32 -0.40
C -2.608635 0.836842 -0.375811 0.76 -0.19 0.64
H -5.109451 1.560070 -0.384018 -0.08 0.28 -0.06
H -4.177115 2.867328 -1.162036 -0.18 -0.11 0.19
H -5.039246 3.178348 0.365716 0.09 -0.07 0.00
H -2.466718 2.736917 0.621804 -0.54 -0.32 0.08
H -4.075919 0.400437 1.864890 0.26 0.38 0.09
H -2.604166 1.230333 2.515780 -0.35 -0.16 -0.18
H -4.170177 2.067910 2.515169 0.19 -0.24 -0.22
H -3.280792 -0.021535 -0.465590 -0.09 0.05 0.06
H -2.412409 1.183365 -1.399612 -0.09 0.14 0.25


# 3
50
Properties=species:S:1:pos:R:3:forces:R:3 method="wB97M-V/def2-TZVPD" homo_energy_ev=-8.67
C 1.644811 -4.657872 -0.866279 -0.37 -0.08 -0.18
N 2.290193 -4.119411 -2.061631 -0.11 0.40 0.20
C 1.407971 -3.272216 -2.888676 0.02 -0.47 -0.19
B 3.593018 -3.515219 -1.787291 -0.20 -0.38 -0.10
O 4.658300 -3.914326 -2.530316 -0.06 0.64 -0.50
Si 4.051897 -2.102110 -0.416944 0.25 0.07 0.07
O 2.842888 -0.973187 -0.087284 0.44 -0.46 0.14
Si 2.875308 -0.381894 1.460757 -0.43 0.20 0.42
H 0.619900 -4.941432 -1.114025 0.02 -0.02 0.00
H 2.140181 -5.571058 -0.534554 0.13 0.11 0.08
H 1.582929 -3.946765 -0.031467 0.08 0.03 0.05
H 1.828606 -2.280804 -3.066985 -0.03 0.07 0.00
H 1.231886 -3.745089 -3.857652 0.04 0.08 -0.07
H 0.430365 -3.150684 -2.421307 0.06 0.15 0.10
H 4.310600 -4.335012 -3.332284 0.23 -0.50 0.23
H 4.418086 -2.721554 0.888298 -0.04 0.00 0.02
H 5.247046 -1.342673 -0.849027 0.00 0.00 -0.04
H 4.243383 -0.006093 1.847056 0.07 0.00 0.00
H 2.420937 -1.402201 2.430172 -0.07 -0.06 -0.08
H 1.977328 0.784718 1.537991 0.01 0.04 -0.08
C -1.044057 0.288855 -2.118677 -0.01 -0.03 0.07
Cl -1.890112 1.297965 -0.936811 0.09 -0.12 -0.30
Cl 0.482523 -0.258154 -1.439741 -0.05 0.12 0.06
Cl -2.049295 -1.106339 -2.526190 -0.05 0.00 0.14
Cl -0.738096 1.240984 -3.577656 -0.01 0.01 -0.05
C -1.671513 -2.830730 -6.773535 -0.01 0.03 -0.03
Cl -1.375987 -1.391138 -5.799900 0.06 -0.01 -0.13
Cl -1.031914 -4.248958 -5.936239 0.02 -0.04 0.03
Cl -3.409182 -3.029597 -7.014385 -0.03 -0.01 -0.01
Cl -0.874765 -2.665669 -8.340211 0.01 0.00 -0.02
C -3.472985 4.187388 2.366018 0.01 0.02 0.00
Cl -2.891569 2.844376 1.373068 -0.08 0.13 0.28
Cl -5.217901 4.044556 2.579845 -0.01 0.00 -0.04
Cl -2.678603 4.135941 3.940887 -0.08 0.00 -0.05
Cl -3.099314 5.713406 1.562507 0.01 0.03 -0.02
C 6.722834 2.736261 0.787737 -0.01 -0.01 0.02
Cl 8.033258 3.001375 -0.363631 0.03 0.01 -0.02
Cl 5.432369 1.818356 0.012300 0.03 0.08 -0.17
Cl 7.331334 1.828094 2.174392 0.01 -0.02 0.03
Cl 6.093769 4.292366 1.333974 -0.01 0.03 0.01
C -9.288929 3.303657 0.932825 0.03 0.01 -0.03
Cl -8.691183 1.964925 -0.048046 0.01 -0.03 -0.02
Cl -11.039506 3.174413 1.106842 -0.03 0.00 0.00
Cl -8.534224 3.242681 2.528667 -0.04 -0.02 0.09
Cl -8.882461 4.833161 0.153206 0.01 0.03 -0.02
C -1.995289 3.412393 8.306746 -0.04 0.00 0.00
Cl -1.773368 4.866844 9.279681 0.00 0.03 0.02
Cl -1.292696 2.028270 9.144107 0.01 -0.03 0.02
Cl -3.717641 3.133873 8.044258 -0.04 -0.01 -0.01
Cl -1.195010 3.621494 6.745784 0.13 -0.01 0.06


# 4
18
Properties=species:S:1:pos:R:3:forces:R:3 method="wB97M-V/def2-TZVPD" homo_energy_ev="-7.42 / -7.42"
C -2.127069 1.096716 -1.614741 -2.71 1.98 -2.00
C -2.974772 1.238682 -0.553738 -2.29 0.69 -1.25
C -1.056375 0.016744 -0.173292 3.94 -1.54 4.49
C 2.054201 -1.036305 -1.043706 3.22 -1.17 3.11
C 0.674873 -0.319881 2.197077 -0.88 -1.59 0.23
N -1.041960 0.433797 -1.348716 3.05 -1.29 -0.79
N 1.838275 -0.273884 0.246158 1.28 -0.96 -3.13
N 0.769119 -0.677184 0.812369 -3.75 -0.76 0.18
S -2.369379 0.507853 0.834369 0.38 -0.54 -0.27
H -2.196276 1.441886 -2.670708 -0.71 -0.02 1.07
H -4.040372 1.470602 -0.622054 0.55 0.49 0.06
H 1.944912 -0.452235 -1.872776 -0.48 1.70 -2.16
H 3.167021 -1.416618 -1.022522 -2.09 0.50 -0.15
H 1.366481 -1.872907 -1.058820 0.03 0.04 0.14
H 1.123527 -1.193925 2.747585 -0.04 1.16 -0.22
H 1.106395 0.624737 2.393719 0.77 1.05 0.62
H -0.366502 -0.286546 2.499346 -0.12 -0.02 0.00
H 2.127903 0.698470 0.250451 -0.15 0.29 0.07


# 5
12
Properties=species:S:1:pos:R:3:forces:R:3 method="wB97M-V/def2-TZVPD" homo_energy_ev=-9.78 smiles="C1CN1.C=O"
C 0.479038 0.161767 1.578878 0.36 -0.45 0.16
C 1.221570 -1.091773 1.293325 -0.03 -0.24 -0.14
N 1.950627 0.134863 1.593368 -0.28 0.08 0.15
H -0.043603 0.583172 0.734278 0.05 0.29 0.07
H 0.023661 0.287470 2.555616 -0.01 0.11 -0.18
H 1.196788 -1.460935 0.258860 0.07 0.12 0.50
H 1.293951 -1.848273 2.072709 -0.01 0.06 -0.27
H 2.352822 0.557668 0.770210 -0.07 0.02 -0.21
C -1.645712 0.793391 -1.847025 0.24 0.08 -0.50
O -1.989212 -0.089993 -2.586137 0.06 0.14 0.49
H -1.576303 1.836594 -2.206300 -0.12 0.03 0.05
H -1.317385 0.639893 -0.800921 -0.25 -0.25 -0.13


# 6
19
Properties=species:S:1:pos:R:3:forces:R:3 method="wB97M-V/def2-TZVPD" homo_energy_ev="-13.16 / -13.26" total_charge=+1
C -2.608094 1.073831 0.306459 2.01 2.01 1.38
C -2.180732 -0.069300 -0.072716 2.95 -1.03 -2.14
C 1.723715 0.324456 0.530022 -3.20 1.37 2.95
C 0.888080 1.031901 -0.511340 -2.08 0.85 -0.87
C 0.964314 -0.977096 0.845177 -2.18 -1.05 1.50
C 0.134386 -0.085586 -1.149751 -2.61 0.41 -0.02
N 0.559996 -1.351213 -0.556529 -1.76 1.89 1.51
F -2.585514 -1.293780 -0.225113 -0.42 -0.04 0.19
H -3.333398 1.388535 1.005545 -1.65 -0.37 0.20
H -1.806171 1.858863 0.402870 -0.56 -0.66 -0.85
H 2.732980 0.283790 0.383430 2.61 -0.63 -0.77
H 1.572359 0.984771 1.390063 0.63 -0.37 0.34
H 0.041118 1.677951 -0.037880 1.68 -0.70 -0.49
H 1.377829 1.700761 -1.253596 0.00 -0.62 0.63
H 1.461640 -1.882979 1.312096 -0.15 1.43 -0.54
H -0.094799 -0.857589 1.426579 2.77 0.19 -1.28
H -0.060987 -0.150750 -2.216460 -0.06 0.03 0.17
H 1.392380 -1.650469 -0.917460 2.64 -1.53 -2.01
H -0.179109 -2.006099 -0.661396 -0.61 -1.18 0.09